This record from the Open Molecules 2025 dataset describes a cluster of 2 separate species, C28H37BI2N5O9S3 in total. The level of theory is ωB97M-V/def2-TZVPD.

Last column: Löwdin charge in e.
Atoms and positions in Å:
N -6.491 0.844 -0.494  0.11
C -5.630 0.203 -1.222  -0.15
O -4.800 -0.316 -2.344  -0.06
C -3.535 -0.831 -1.765  -0.10
C -2.286 0.123 -1.237  -0.04
C -2.543 1.764 -1.372  -0.25
N -2.696 2.092 -2.840  -0.04
C -0.887 -0.505 -0.588  -0.29
C -0.648 -2.115 -0.408  -0.08
C -1.888 -3.106 -0.935  -0.01
C -1.764 -4.756 -0.784  -0.17
C -1.637 -5.547 -2.215  -0.30
C -0.098 -6.049 -2.576  -0.63
I -0.061 -7.600 -4.173  0.59
C -3.292 -2.476 -1.589  0.06
B -4.569 -3.428 -2.088  -0.44
N -4.634 -4.128 -3.444  0.08
O -5.771 -3.603 -1.207  0.00
N 0.550 -2.799 0.202  -0.13
C 0.332 -3.211 1.642  -0.19
C 0.697 -1.962 2.640  -0.30
C 0.060 -2.315 4.137  -0.66
I 0.894 -0.840 5.523  0.65
C 1.843 -2.047 -0.003  -0.11
C 3.227 -2.981 -0.077  -0.10
N 3.074 -4.487 0.034  0.00
C 4.744 -2.382 -0.245  0.00
C 6.080 -3.384 -0.261  -0.45
O 6.470 -4.088 -1.327  -0.15
O 6.814 -3.486 1.043  -0.30
C 4.939 -0.758 -0.358  0.03
C 3.581 0.176 -0.288  -0.14
C 3.845 1.824 -0.377  -0.17
C 4.150 2.281 1.202  -0.22
C 5.609 3.018 1.384  -0.22
S 5.541 4.777 0.657  0.81
O 6.486 4.878 -0.565  -0.38
O 4.034 5.025 0.289  -0.38
O 5.926 5.929 1.881  -0.23
C 2.039 -0.425 -0.113  -0.32
S 0.494 0.692 -0.032  0.83
H -3.542 2.019 -0.775  0.11
H -1.667 2.407 -0.930  0.08
H -2.271 3.039 -3.050  0.08
H -2.147 1.349 -3.343  0.08
H -2.710 -5.170 -0.205  0.12
H -0.832 -5.031 -0.123  0.10
H -2.275 -6.552 -2.121  0.10
H -2.121 -4.957 -3.118  0.11
H 0.474 -5.126 -3.034  0.07
H 0.447 -6.490 -1.615  0.07
H -5.609 -3.917 -3.811  0.08
H -4.638 -5.178 -3.342  0.08
H -5.452 -3.634 -0.237  0.12
H 1.092 -4.102 1.868  0.13
H -0.778 -3.567 1.806  0.13
H 1.839 -1.747 2.772  0.10
H 0.110 -1.020 2.264  0.09
H 0.381 -3.435 4.352  0.08
H -1.103 -2.173 4.075  0.06
H 3.735 -5.007 -0.584  0.08
H 3.226 -4.783 1.026  0.08
H 6.043 -0.330 -0.449  0.11
H 2.853 2.385 -0.694  0.10
H 4.747 2.090 -1.102  0.13
H 3.240 2.921 1.633  0.13
H 4.190 1.305 1.886  0.13
H 5.841 3.179 2.537  0.11
H 6.468 2.363 0.930  0.13
H 6.335 5.393 2.623  0.08
C -3.235 7.134 1.521  -0.23
C -4.223 6.136 0.920  -0.22
C -3.436 5.214 -0.010  -0.23
S -1.770 5.160 0.633  0.66
O -0.884 5.776 -0.332  -0.32
O -1.517 3.847 1.191  -0.34
C -2.037 6.309 1.968  -0.24
H -3.674 7.690 2.354  0.12
H -2.928 7.857 0.756  0.12
H -4.681 5.547 1.724  0.12
H -5.032 6.641 0.383  0.12
H -3.854 4.204 -0.022  0.09
H -3.395 5.612 -1.027  0.11
H -1.139 6.908 2.131  0.11
H -2.271 5.730 2.867  0.11

Summary:
- spin multiplicity = 1
- charge = -1
- LUMO level (eV) = 1.3
- orbital gap (eV) = 6.20